# 1
{
  "formula": "C16H24NO13",
  "method": "the ωB97M-V functional and the def2-TZVPD basis",
  "elements": ["C", "O", "H", "C", "H", "C", "H", "O", "C", "H", "H", "C", "C", "H", "O", "O", "C", "H", "C", "O", "O", "O", "O", "H", "H", "C", "C", "H", "H", "H", "C", "C", "H", "O", "C", "N", "O", "H", "H", "O", "H", "H", "H", "O", "H", "H", "H", "H", "C", "H", "C", "C", "O", "H"],
  "positions_angstrom": [[-0.284, -2.748, -0.049], [-5.904, 1.873, 1.821], [-1.723, 3.658, 0.169], [2.687, -1.273, -3.305], [3.175, -2.020, -3.938], [3.582, -1.009, -2.075], [4.394, 1.446, -4.056], [-4.233, 0.367, 1.793], [4.385, 0.161, -2.487], [-2.766, 3.304, -1.232], [5.258, 0.543, -1.971], [-1.615, -3.453, -0.246], [-3.422, -0.235, 2.812], [3.029, -0.875, -1.145], [1.720, 2.012, 0.755], [2.025, 1.489, 2.895], [-0.603, 1.709, -1.984], [-2.381, -2.789, -0.648], [-5.204, 1.106, 2.395], [-1.577, -2.863, 3.104], [-1.395, 0.839, -1.347], [-5.237, 0.842, 3.714], [1.423, -1.693, -2.879], [1.876, 0.675, -3.474], [3.315, 0.943, 0.004], [3.072, 1.568, 0.861], [-4.375, -0.272, 3.993], [3.725, 2.442, 0.878], [-3.017, 1.178, -0.069], [-4.975, -1.182, 4.013], [1.190, 2.067, 2.009], [2.654, 0.103, -3.989], [-3.895, -0.126, 4.955], [-1.971, -3.800, 1.098], [3.071, 0.820, 2.187], [3.949, 0.676, -3.568], [-0.756, 2.949, -1.529], [-1.557, -4.356, -0.847], [-2.557, 0.407, 2.995], [0.144, 2.561, 2.270], [3.999, 0.899, 2.744], [-1.403, 1.325, 0.667], [-0.112, -1.930, -0.741], [0.158, 1.409, -2.869], [0.749, -1.498, -3.540], [4.293, -1.829, -1.926], [0.558, -3.442, -0.073], [-3.086, -1.209, 2.484], [-2.001, 1.526, -0.221], [2.472, 0.157, -5.057], [-1.336, -2.968, 1.946], [-1.904, 2.974, -0.653], [-0.410, -2.230, 1.282], [2.796, -0.231, 2.076]],
  "atomic_forces_ev_per_a": [[-0.01, -0.08, -0.02], [-0.01, 0.01, 0.00], [0.13, 0.00, -0.02], [-0.20, 0.26, -0.02], [-0.09, -0.02, -0.07], [0.56, -0.68, -0.39], [-0.03, 0.11, 0.13], [0.05, 0.00, -0.02], [0.01, 0.07, 0.13], [0.00, -0.02, -0.01], [0.07, 0.05, -0.15], [0.02, 0.05, -0.04], [0.03, 0.10, 0.06], [-0.11, 0.14, -0.06], [-0.03, -0.08, -0.05], [-0.03, 0.00, 0.03], [0.06, 0.03, -0.08], [0.00, 0.00, -0.01], [0.04, 0.00, 0.00], [0.13, -0.03, 0.02], [0.05, 0.00, 0.07], [-0.03, -0.01, 0.02], [0.05, -0.16, 0.15], [-0.02, 0.18, -0.23], [-0.08, 0.02, 0.04], [0.08, 0.08, 0.13], [0.02, -0.05, -0.05], [0.04, -0.02, 0.00], [-0.01, -0.09, -0.13], [0.00, -0.01, 0.00], [0.09, 0.02, 0.05], [-0.39, 0.03, 0.44], [-0.01, 0.07, 0.00], [-0.01, -0.02, -0.01], [-0.05, -0.04, -0.09], [-0.05, 0.14, -0.22], [-0.05, 0.07, -0.02], [0.01, -0.04, 0.05], [0.00, 0.00, 0.05], [-0.10, -0.06, -0.09], [-0.03, 0.08, 0.05], [0.03, -0.01, -0.02], [-0.02, 0.08, 0.01], [-0.03, -0.11, 0.14], [-0.02, 0.03, -0.05], [-0.14, -0.02, 0.27], [0.00, 0.00, -0.02], [-0.13, -0.04, 0.01], [-0.04, 0.07, 0.03], [0.36, -0.17, -0.08], [-0.09, 0.03, -0.02], [-0.08, 0.03, 0.12], [0.05, 0.01, 0.00], [0.00, 0.00, -0.01]],
  "charge": 1,
  "homo_lumo_gap_ev": 7.99,
  "total_energy_ev": -45082.2802
}


# 2
{
  "formula": "C21H56O21S7",
  "method": "the ωB97M-V functional and the def2-TZVPD basis",
  "elements": ["H", "H", "O", "C", "H", "C", "H", "C", "H", "H", "H", "O", "S", "H", "H", "C", "C", "H", "H", "C", "O", "O", "H", "O", "H", "C", "H", "H", "H", "O", "H", "S", "S", "O", "O", "H", "H", "H", "H", "H", "O", "H", "H", "H", "H", "H", "O", "H", "H", "C", "H", "H", "C", "H", "H", "H", "C", "S", "S", "H", "H", "C", "O", "H", "C", "H", "H", "H", "C", "H", "O", "O", "H", "C", "H", "O", "O", "H", "H", "C", "C", "H", "S", "O", "H", "O", "O", "C", "O", "C", "O", "H", "H", "C", "H", "H", "H", "O", "H", "H", "H", "C", "S", "C", "H"],
  "positions_angstrom": [[-2.738, 5.478, 0.064], [-0.338, 3.230, 2.869], [-5.876, -1.518, -1.931], [0.092, 3.235, 3.871], [-0.426, 1.760, -2.505], [0.407, 1.042, 6.483], [-0.271, 3.532, -0.110], [0.453, -4.666, 1.377], [2.976, 5.227, 0.581], [1.430, 1.237, 6.804], [0.040, -6.666, 1.940], [1.496, -1.220, 1.845], [4.305, 1.297, -0.345], [-2.195, 4.352, 1.278], [3.966, 5.463, 2.087], [-0.972, -0.597, 2.519], [5.063, -0.478, -6.628], [-1.853, -0.022, 2.232], [-4.351, -5.466, 3.780], [3.434, 4.756, 1.451], [-0.952, -5.418, 3.096], [5.122, 1.009, -3.919], [-4.125, -5.325, -4.963], [-2.080, -3.721, 4.631], [5.310, 0.921, 1.791], [4.399, 3.657, 0.968], [-2.714, -5.189, -3.939], [-2.796, -2.563, -4.373], [-2.538, -2.324, -1.276], [0.749, 1.176, 1.491], [5.204, 4.061, 0.356], [0.483, -0.238, 1.497], [-1.216, 2.689, 5.069], [-2.653, -3.887, 2.110], [3.600, 2.783, 0.164], [2.703, -0.879, -3.245], [-3.155, -6.506, 4.611], [-0.024, 5.165, 0.373], [-1.705, 0.001, -1.250], [-1.029, -1.667, 2.717], [3.481, 0.569, -1.292], [-3.242, -6.529, 2.814], [0.641, 0.419, -2.372], [0.988, 2.627, 3.988], [3.661, -1.727, -4.492], [4.732, -0.630, 1.109], [-3.842, -0.586, -3.272], [0.547, 0.508, 5.543], [1.291, -4.605, 2.072], [6.095, -0.044, -7.670], [-5.011, 2.579, -2.492], [2.072, -1.080, -4.918], [-3.583, -2.164, -1.012], [-2.615, -4.697, -5.567], [-4.134, -2.866, -5.413], [-3.960, -3.073, -0.543], [-2.121, 4.592, 0.217], [-4.197, 2.930, -0.202], [3.868, 0.788, -4.644], [0.743, -4.801, 0.335], [4.489, -1.260, -7.126], [-0.828, 0.409, -0.747], [5.625, 1.609, -0.802], [5.453, -0.957, -5.731], [4.485, 0.416, 1.289], [2.668, 4.311, 2.086], [5.520, 0.092, -8.586], [-0.514, -0.840, 6.945], [-0.304, 0.094, 7.466], [-0.679, -0.322, 3.532], [-1.975, 3.883, 5.378], [-4.518, -3.107, -3.346], [-1.433, -5.811, 1.126], [-0.682, 4.535, -0.225], [0.257, -0.093, 8.382], [-2.633, 3.464, -0.505], [-1.799, 1.498, 4.506], [-4.251, 4.197, -2.187], [4.805, 3.113, 1.821], [-3.365, -5.925, 3.713], [2.958, -0.915, -4.304], [6.832, -0.840, -7.777], [-4.554, -1.682, -2.472], [-0.116, -0.631, -0.009], [-3.585, -1.292, -0.359], [-0.289, 2.295, 6.425], [-4.742, 3.751, 0.837], [-0.572, -5.776, 1.793], [4.194, 0.610, -6.300], [0.151, 1.189, -1.777], [2.805, 1.823, -4.566], [-0.143, -3.754, 1.407], [0.981, 1.756, -1.355], [-3.288, -4.674, -4.710], [-1.304, 0.459, 7.700], [0.257, 4.288, 4.102], [3.538, 0.562, 1.809], [-4.216, 1.409, -0.170], [-1.219, 1.098, 0.002], [6.662, 0.818, -7.320], [-0.640, 4.825, -1.275], [-3.686, -3.184, -4.471], [-2.229, -4.511, 3.371], [-4.875, 3.398, -1.786], [-5.880, 3.741, -1.540]],
  "atomic_forces_ev_per_a": [[0.40, 0.17, -0.43], [0.03, -0.57, 0.10], [0.55, -0.01, -1.19], [-0.90, 0.32, 1.00], [-0.12, 0.24, 0.34], [0.02, -0.86, 0.71], [-0.31, -0.10, -0.07], [-1.69, -0.39, -0.56], [0.02, 0.17, 0.20], [-0.11, 0.43, 0.20], [-0.80, -0.51, -0.33], [-0.86, 1.25, -0.71], [0.45, 0.47, 0.33], [-0.03, 0.15, 0.17], [0.08, 0.20, -0.28], [1.45, 0.05, 0.80], [0.25, -0.58, -0.48], [0.10, -0.40, -0.16], [-0.05, -0.25, -0.11], [0.49, -0.74, 0.02], [-0.58, 0.79, 2.11], [-2.11, -1.10, -1.41], [-0.22, 0.28, 0.09], [0.22, -1.83, -3.53], [-0.11, -0.05, -0.07], [-0.36, 0.44, 0.09], [-0.18, 0.45, 0.49], [0.05, -0.05, 0.31], [-0.03, -0.08, -0.31], [0.32, -0.43, 0.25], [0.07, -0.02, 0.10], [-1.68, -1.35, -1.02], [1.96, 0.87, -0.56], [0.77, -0.66, 1.91], [-0.02, -2.83, -1.17], [0.09, 0.14, -0.07], [0.40, 0.41, -0.08], [-0.14, 0.36, -0.10], [0.40, -0.43, -0.08], [-0.54, -0.13, -1.12], [-0.19, 1.23, 1.77], [-0.34, -0.09, 0.11], [0.02, -0.17, -0.05], [-0.21, 0.02, -0.22], [0.12, 0.18, 0.10], [-0.21, 0.17, -0.16], [-2.34, -3.63, 2.46], [-0.52, 0.51, -0.47], [-0.09, -0.11, -0.19], [-0.15, -0.27, 1.07], [0.56, -0.18, 0.32], [0.19, 0.75, -0.16], [0.73, 0.41, -0.79], [-0.06, 0.15, -0.24], [-0.64, 0.29, 0.30], [-0.37, 0.31, -0.16], [0.21, -1.16, 1.06], [1.49, -3.37, -1.64], [-1.86, 1.14, -0.47], [0.39, -0.06, 0.10], [-0.49, -0.03, 0.13], [1.52, 2.03, -0.24], [0.08, 0.26, 0.39], [0.46, 0.38, 0.05], [-0.51, 0.98, -1.09], [-0.16, -0.08, -0.19], [0.56, 0.41, -0.14], [0.27, -0.26, 0.22], [-0.28, -0.18, -0.61], [0.05, 0.79, -0.08], [0.62, -1.80, 0.28], [-0.86, 1.84, 1.35], [0.22, -0.41, -0.04], [0.43, 0.88, -0.07], [-0.08, 0.06, -0.10], [-2.43, -1.58, 0.18], [-0.08, 0.48, 0.93], [-0.24, -0.08, 0.03], [0.14, 0.02, 0.03], [0.19, 1.32, -0.56], [1.41, 1.08, 0.19], [-0.15, -0.18, -0.28], [2.04, 1.44, -0.89], [0.81, -0.01, 1.10], [-0.40, -0.08, 0.10], [-1.23, 0.93, -1.91], [0.11, -0.46, -0.02], [2.53, 1.40, -0.75], [-0.49, 0.27, 2.16], [-0.97, -1.86, 0.56], [2.49, -2.37, -0.37], [0.40, 0.30, 0.02], [-0.45, 0.11, 0.42], [0.26, 0.36, -0.21], [0.18, 0.31, 0.18], [0.29, -0.15, 0.29], [0.11, -0.30, 0.03], [0.45, 4.69, 0.48], [-0.07, 0.22, -0.18], [-0.30, 0.25, -0.32], [0.35, -0.03, 0.01], [1.51, -1.58, -1.20], [-1.55, 0.15, 1.84], [-0.75, 0.19, 0.22], [0.04, 0.30, -0.08]],
  "smiles": "CCOS(C)(=O)=O.CCOS(C)(=O)=O.CCOS(C)(=O)=O.CCOS(C)(=O)=O.CCOS(C)(=O)=O.CCOS(C)(=O)=O.CCOS(C)(=O)=O",
  "charge": 0,
  "homo_lumo_gap_ev": 10.88,
  "total_energy_ev": -141522.2923,
  "de_lowest_kj_mol": 427.59
}